# 1
{"formula": "C21H29FeGeN4O3S", "method": "ωB97M-V with the def2-TZVPD basis set", "elements": ["Fe", "C", "C", "N", "N", "C", "N", "S", "C", "C", "C", "C", "C", "N", "H", "H", "H", "H", "H", "H", "H", "H", "H", "C", "O", "C", "C", "C", "C", "C", "C", "O", "C", "O", "C", "H", "H", "H", "H", "H", "H", "H", "H", "H", "C", "Ge", "C", "C", "C", "H", "H", "H", "H", "H", "H", "H", "H", "H", "H", "H"], "xyz": [[-1.0887, 0.0285, -0.6163], [-4.4760, 2.0328, 1.0272], [-3.1349, 1.5751, 0.5535], [-2.9345, 0.4855, -0.0925], [-4.0021, -0.2822, -0.4854], [-3.7650, -0.7204, -1.7001], [-4.7619, -1.4962, -2.2594], [-2.3922, -0.3275, -2.6624], [-1.9188, 2.4128, 0.6228], [-1.8063, 3.5785, 1.3731], [-0.6328, 4.3099, 1.2956], [0.3927, 3.8577, 0.4813], [0.2125, 2.6794, -0.2269], [-0.9168, 1.9843, -0.1756], [-5.2125, 1.8636, 0.2410], [-4.4745, 3.0865, 1.2978], [-4.7981, 1.4479, 1.8916], [-5.3738, -1.9238, -1.5817], [-4.4442, -2.0982, -2.9997], [-2.6121, 3.8977, 2.0179], [-0.5209, 5.2186, 1.8744], [1.3288, 4.3928, 0.3971], [0.9832, 2.2374, -0.8404], [2.6953, -0.1204, 5.0894], [2.6791, -1.4350, 4.5816], [1.8554, -1.6748, 3.5164], [1.8729, -3.0041, 3.0430], [1.0842, -3.3164, 1.9722], [0.2545, -2.3817, 1.3159], [-0.6124, -2.7849, 0.2339], [-0.6437, -4.2075, -0.2901], [-1.4028, -2.0215, -0.3346], [0.2455, -1.0238, 1.7924], [-0.4399, -0.0743, 1.3031], [1.0733, -0.7238, 2.9252], [3.3819, -0.1285, 5.9333], [1.7024, 0.1879, 5.4293], [3.0488, 0.5919, 4.3386], [2.5009, -3.7343, 3.5331], [1.1053, -4.3390, 1.6230], [-0.1089, -4.9514, 0.2904], [-0.2211, -4.1721, -1.2964], [-1.6883, -4.5003, -0.3885], [1.0547, 0.3061, 3.2518], [3.8974, 0.5223, -1.9519], [2.0942, 0.3000, -2.7394], [2.3474, -0.8321, -4.3457], [1.6318, 2.0689, -3.5149], [0.8645, -0.4107, -1.4623], [4.6384, 0.8038, -2.7031], [4.2138, -0.4129, -1.4860], [3.8848, 1.2912, -1.1764], [3.1176, -0.4333, -5.0096], [1.4100, -0.8998, -4.9013], [2.6309, -1.8428, -4.0453], [2.3039, 2.2938, -4.3468], [1.7138, 2.8826, -2.7929], [0.6077, 2.0604, -3.8931], [1.3935, -1.1406, -0.8376], [0.1626, -0.9838, -2.0896]], "forces_ev_per_angstrom": [[-0.080, 0.209, 0.532], [-0.082, -0.057, -0.047], [0.275, 0.160, 0.009], [-0.022, -0.133, 0.109], [0.147, 0.146, 0.032], [-0.184, -0.113, -0.050], [0.050, 0.040, 0.028], [0.127, 0.097, 0.017], [-0.234, -0.186, -0.092], [0.137, -0.008, -0.058], [-0.058, -0.010, 0.016], [0.081, -0.014, -0.047], [-0.041, 0.026, 0.117], [0.014, -0.001, -0.023], [0.008, 0.002, 0.004], [0.001, 0.012, -0.008], [0.012, 0.007, 0.008], [-0.001, -0.011, 0.003], [0.011, 0.001, -0.004], [-0.024, -0.025, -0.002], [0.018, 0.001, -0.006], [-0.009, 0.015, 0.013], [0.024, 0.029, 0.006], [0.018, 0.027, 0.017], [-0.046, -0.031, -0.020], [0.075, -0.009, 0.032], [-0.037, 0.024, -0.026], [0.056, -0.053, 0.023], [0.024, -0.017, -0.087], [-0.166, 0.026, 0.162], [-0.014, 0.021, -0.017], [0.280, 0.164, -0.312], [-0.036, 0.078, 0.077], [0.060, -0.062, -0.183], [-0.056, 0.033, -0.011], [-0.001, 0.009, -0.002], [0.010, 0.002, 0.004], [-0.006, 0.002, 0.006], [0.007, -0.013, -0.007], [0.006, 0.009, -0.019], [-0.017, 0.013, 0.035], [0.007, -0.014, 0.005], [-0.007, 0.000, -0.006], [-0.005, -0.014, 0.005], [-0.023, 0.003, -0.008], [0.099, 0.237, 0.085], [-0.028, -0.055, 0.069], [0.000, -0.041, -0.020], [-0.974, -0.225, -0.151], [0.001, 0.011, -0.015], [0.011, -0.004, 0.000], [-0.008, 0.005, 0.015], [0.016, 0.021, -0.001], [-0.013, 0.002, 0.000], [0.014, -0.006, -0.015], [-0.003, -0.009, -0.016], [0.011, 0.001, 0.018], [-0.019, -0.009, 0.011], [0.107, 0.085, 0.008], [0.486, -0.397, -0.210]], "nbo_charge": [0.885, -0.665, 0.188, -0.193, -0.461, 0.285, -0.820, -0.309, 0.189, -0.248, -0.173, -0.274, 0.089, -0.396, 0.246, 0.204, 0.228, 0.377, 0.387, 0.212, 0.205, 0.214, 0.235, -0.250, -0.502, 0.338, -0.359, -0.104, -0.371, 0.609, -0.696, -0.620, 0.571, -0.736, -0.424, 0.184, 0.176, 0.178, 0.210, 0.195, 0.200, 0.240, 0.229, 0.216, -1.089, 1.628, -1.090, -1.095, -1.388, 0.207, 0.220, 0.214, 0.204, 0.221, 0.216, 0.208, 0.207, 0.228, 0.202, 0.215], "e_lumo_ev": [2.726, 2.726], "max_force_ev_per_a": 1.011, "homo_energy_ha": [-0.148, -0.148], "charge": -1, "orbital_gap_ha": [0.2482, 0.2479], "e_above_lowest_kj_mol": 121.81}



# 2
{"formula": "C26H38F5N5O2", "method": "ωB97M-V with the def2-TZVPD basis set", "elements": ["O", "C", "C", "C", "C", "C", "C", "C", "N", "C", "C", "C", "C", "C", "F", "F", "C", "F", "F", "F", "C", "O", "N", "H", "H", "H", "H", "H", "H", "H", "H", "H", "H", "H", "H", "H", "H", "H", "H", "H", "C", "C", "C", "C", "N", "H", "H", "H", "H", "H", "H", "H", "C", "C", "C", "C", "N", "H", "H", "H", "H", "H", "H", "H", "C", "C", "C", "C", "N", "H", "H", "H", "H", "H", "H", "H"], "xyz": [[1.1695, 1.8172, -1.0473], [1.9404, 0.9680, -0.6857], [2.4220, -0.2740, -1.5604], [3.0910, -1.2130, -0.4591], [1.9983, -1.9348, 0.4172], [0.5731, -2.0131, -0.2376], [-0.4739, -2.8260, 0.6393], [-1.4513, -1.9064, 1.4507], [-2.4236, -1.1765, 0.6294], [-3.7579, -1.5992, 0.5423], [-4.4823, -0.6778, -0.2873], [-3.5252, 0.3725, -0.7500], [-2.2938, -0.0245, -0.1262], [4.0785, -2.0677, -1.3128], [4.9889, -1.3273, -2.0275], [3.3054, -2.7569, -2.2540], [4.9013, -3.1788, -0.5222], [4.6671, -4.4026, -1.0704], [4.7314, -3.1738, 0.8145], [6.2489, -2.9451, -0.7296], [3.7926, -0.0252, 0.3390], [4.6578, -0.3522, 1.4052], [2.6470, 0.8764, 0.5677], [3.1266, 0.2429, -2.2660], [1.6881, -0.7279, -2.2612], [1.9032, -1.3994, 1.3976], [2.2866, -2.9929, 0.6757], [0.6478, -2.4635, -1.2625], [0.1567, -0.9799, -0.3262], [0.1374, -3.4064, 1.3903], [-1.0152, -3.5938, 0.0241], [-2.0470, -2.5630, 2.1390], [-0.8761, -1.1450, 2.0394], [-4.2236, -2.4836, 1.0489], [-5.5539, -0.6592, -0.5672], [-3.7208, 1.2543, -1.3864], [-1.3487, 0.5533, -0.2560], [4.4030, 0.5095, -0.4534], [5.5230, 0.0258, 1.1851], [2.8749, 1.8033, 0.9269], [-8.4204, -2.8463, 3.7153], [-8.2979, -3.3920, 2.2967], [-7.1312, -4.3703, 2.1332], [-5.8489, -3.6911, 2.4466], [-4.8602, -3.1600, 2.6889], [-7.5369, -2.2726, 4.0030], [-9.2798, -2.1782, 3.7921], [-8.5544, -3.6564, 4.4369], [-8.1781, -2.5552, 1.6035], [-9.2275, -3.9002, 2.0290], [-7.0929, -4.7425, 1.1077], [-7.2519, -5.2267, 2.7998], [3.7481, 2.1479, -5.5385], [4.1234, 3.4588, -4.8554], [5.3694, 3.3357, -3.9730], [5.1347, 2.3401, -2.8980], [4.9533, 1.5678, -2.0691], [3.4954, 1.3731, -4.8113], [2.8751, 2.2894, -6.1774], [4.5684, 1.7809, -6.1606], [3.2770, 3.8007, -4.2539], [4.3030, 4.2196, -5.6187], [5.6053, 4.2990, -3.5174], [6.2309, 3.0219, -4.5661], [-0.9281, 5.9037, 2.1943], [0.4107, 5.1757, 2.2434], [0.3347, 3.7515, 1.6862], [-0.6253, 2.9443, 2.4819], [-1.3648, 2.3207, 3.0991], [-1.6791, 5.4056, 2.8107], [-0.8210, 6.9220, 2.5730], [-1.3061, 5.9602, 1.1703], [0.7628, 5.1497, 3.2784], [1.1463, 5.7437, 1.6679], [1.3161, 3.2781, 1.7301], [0.0121, 3.7635, 0.6434]], "forces_ev_per_angstrom": [[0.223, 0.172, 0.544], [0.728, -2.009, -0.092], [-0.473, 1.285, 0.468], [0.119, 1.726, -1.038], [-0.336, -0.995, 0.078], [-0.456, 0.011, 0.118], [0.997, 0.036, 0.226], [0.380, -0.266, -0.064], [-1.907, -0.074, -0.643], [-1.531, 1.462, -1.694], [2.031, 0.509, 0.141], [0.658, -2.915, 2.290], [-0.634, 1.621, -1.312], [-0.700, -0.838, 0.362], [-1.052, -0.503, 0.791], [0.783, 0.689, 0.827], [1.847, -0.141, -0.837], [-0.077, 0.997, 1.196], [-0.321, -0.333, -1.324], [-1.322, -0.223, 0.396], [1.395, 0.116, -2.649], [-0.926, 0.292, -0.005], [-0.636, 0.519, -0.937], [-0.050, -0.852, 0.920], [0.093, 0.325, 1.085], [0.230, -0.388, -0.874], [-0.020, 1.040, -0.331], [-0.080, 0.454, 0.900], [0.432, -0.817, -0.274], [-0.743, 0.418, -0.551], [0.285, 0.905, 0.528], [0.541, 0.825, -0.492], [-0.400, -0.769, -0.362], [1.428, 1.373, -0.761], [0.899, -0.397, 0.456], [0.298, -0.796, 0.590], [-0.762, -0.875, 0.491], [-0.398, -1.002, 1.186], [-0.429, -0.168, 0.149], [-0.009, -0.383, 0.071], [-0.028, 0.034, 0.018], [-0.206, 0.205, 0.179], [0.266, 0.485, 0.017], [-0.468, -0.586, -0.048], [-0.341, -0.428, 0.661], [0.002, -0.071, -0.020], [0.021, -0.057, 0.017], [0.010, 0.050, -0.009], [0.037, -0.117, -0.045], [0.105, -0.057, -0.076], [0.130, -0.009, 0.058], [0.098, 0.046, 0.003], [-0.019, 0.005, -0.031], [-0.260, -0.127, -0.214], [-0.367, -0.252, 0.260], [0.406, 0.518, -0.415], [0.223, 0.484, -0.288], [0.056, 0.023, -0.010], [0.059, -0.014, 0.010], [-0.047, -0.016, 0.027], [0.113, 0.052, 0.026], [0.081, 0.031, 0.119], [0.056, -0.114, 0.092], [-0.014, -0.069, 0.101], [-0.003, 0.072, 0.025], [-0.114, 0.259, 0.078], [-0.385, 0.017, 0.465], [0.522, 0.105, -0.549], [-0.027, 0.007, 0.089], [0.034, -0.044, -0.068], [-0.010, -0.028, -0.054], [-0.010, -0.006, 0.053], [0.054, -0.067, -0.075], [0.034, -0.123, -0.002], [-0.125, -0.101, -0.012], [0.010, -0.136, 0.048]], "mulliken_charge": [-0.624, 0.314, -1.369, 1.584, -1.199, 0.447, -0.752, -0.690, 0.346, -0.300, -0.475, -0.870, -0.050, 0.654, -0.283, -0.337, 0.754, -0.263, -0.208, -0.291, -1.376, -0.548, -0.040, 0.177, 0.442, 0.373, 0.528, 0.343, -0.437, 0.350, 0.334, 0.339, 0.226, 0.261, 0.338, 0.388, 0.384, 0.802, 0.481, 0.337, -1.120, -0.395, -0.461, 0.294, -0.496, 0.337, 0.325, 0.296, 0.280, 0.310, 0.283, 0.314, -0.942, -0.400, -0.620, 0.360, -0.439, 0.163, 0.332, 0.311, 0.281, 0.321, 0.275, 0.291, -1.197, -0.619, 0.274, 0.242, -0.507, 0.361, 0.345, 0.300, 0.317, 0.358, -0.204, 0.331], "e_lumo_ev": 0.361, "max_force_ev_per_a": 3.765, "homo_energy_ha": -0.267, "charge": 0, "orbital_gap_ha": 0.2804, "smiles": "O=C1C[C@@](CCCCn2cccc2)(C(F)(F)C(F)(F)F)[C@H](O)N1.CCCC#N.CCCC#N.CCCC#N"}



# 3
{"formula": "C3H3FOS", "method": "ωB97M-V with the def2-TZVPD basis set", "elements": ["C", "C", "C", "H", "H", "H", "O", "F", "S"], "xyz": [[-0.3650, -2.0217, -0.1276], [-0.4635, -0.6922, -0.1802], [0.3218, 1.2337, 1.0007], [0.1650, -2.5495, 0.6592], [-0.9312, -0.1298, -0.9903], [0.4111, 1.5033, 2.0437], [-0.0169, -0.0611, 0.9575], [-0.8485, -2.8072, -1.0672], [0.6980, 2.2382, -0.2454]], "forces_ev_per_angstrom": [[0.525, 1.091, 0.457], [-0.076, -0.995, -0.339], [0.627, 0.175, -1.260], [-0.194, 0.078, 0.004], [0.241, -0.012, 0.410], [0.006, 0.194, 0.135], [-0.202, 0.765, 0.364], [-0.344, -0.391, -0.726], [-0.583, -0.905, 0.954]], "nbo_charge": [0.208, -0.001, 0.064, 0.175, 0.222, 0.191, -0.471, -0.311, -0.077], "e_lumo_ev": -0.035, "max_force_ev_per_a": 1.439, "homo_energy_ha": -0.342, "charge": 0, "orbital_gap_ha": 0.3406, "e_above_lowest_kj_mol": 107.35, "smiles": "F/C=C/OC=S"}



# 4
{"formula": "C6H11N3", "method": "ωB97M-V with the def2-TZVPD basis set", "elements": ["C", "C", "C", "C", "C", "C", "H", "H", "H", "H", "H", "H", "H", "H", "H", "H", "H", "N", "N", "N"], "xyz": [[1.0638, 2.5190, 1.9943], [1.2578, 0.8462, -0.3278], [0.5248, -0.4311, -0.8028], [-1.3893, -1.6355, -1.1864], [-1.2330, -1.4241, 0.3699], [-0.4437, -0.1347, 0.3013], [0.8092, 3.2544, 2.7577], [1.9506, 2.6899, 1.3703], [0.8480, 1.7841, -0.7394], [2.3521, 0.8585, -0.3739], [1.1679, -1.2682, -0.4906], [0.1116, -1.3444, -2.5980], [-1.2751, -2.6914, -1.4391], [-2.3939, -1.3301, -1.5154], [-2.2084, -1.3548, 0.8672], [-0.6522, -2.2348, 0.8276], [-1.1212, 0.6641, -0.0447], [0.3261, 1.4868, 1.9111], [0.6624, 0.5226, 1.0146], [-0.3575, -0.7766, -1.8959]], "forces_ev_per_angstrom": [[0.009, 0.078, 0.110], [0.336, 0.215, -0.300], [0.067, 0.140, 0.006], [-0.371, 0.145, -0.033], [-0.111, -0.092, 0.226], [-0.183, -0.045, -0.147], [0.063, -0.163, -0.225], [-0.228, -0.076, 0.116], [0.004, -0.226, 0.140], [-0.227, -0.018, 0.052], [-0.106, 0.038, -0.032], [-0.113, 0.193, 0.140], [0.048, 0.024, -0.011], [0.315, -0.053, 0.101], [0.251, -0.044, -0.143], [-0.120, 0.181, -0.097], [0.060, -0.129, -0.025], [0.125, 0.232, 0.147], [0.053, -0.052, 0.033], [0.128, -0.348, -0.057]], "nbo_charge": [-0.171, -0.253, -0.067, -0.224, -0.420, -0.048, 0.187, 0.157, 0.195, 0.201, 0.166, 0.360, 0.190, 0.195, 0.219, 0.210, 0.177, -0.211, -0.248, -0.616], "e_lumo_ev": 1.036, "max_force_ev_per_a": 0.499, "homo_energy_ha": -0.318, "charge": 0, "orbital_gap_ha": 0.3563, "e_above_lowest_kj_mol": 338.71, "smiles": "C=NN1C[C@@H]2NCC[C@H]21"}